ORCA calculation (ωB97M-V/def2-TZVPD) on a 2-piece molecular cluster, C9H16N2O overall in a non-equilibrium geometry.

LUMO level = 0.93 eV
Frontier orbital gap = 9.52 eV
ΔE to the lowest compared entry with this formula, charge and spin = 288.62 kJ/mol

```
! wB97M-V def2-TZVPD RIJCOSX def2/J DEFGRID3
* xyz 0 1
C -0.846 -0.523 0.716
C -0.943 -1.376 1.731
C 0.191 -2.194 2.233
O 1.428 -2.093 1.544
C 0.755 -3.343 1.501
C 0.257 -3.811 0.164
H 0.101 -0.392 0.199
H -1.666 0.051 0.398
H -1.875 -1.497 2.276
H 0.295 -2.209 3.325
H 1.236 -4.117 2.100
H 1.103 -4.095 -0.473
H -0.307 -3.014 -0.342
H -0.393 -4.689 0.277
C 0.681 3.800 -0.866
C 0.563 2.294 -0.675
C 0.589 1.513 -2.009
N -0.812 1.257 -2.369
C -1.482 1.504 -1.313
N -0.768 1.903 -0.185
H -0.063 4.158 -1.587
H 0.529 4.342 0.078
H 1.675 4.064 -1.243
H 1.339 1.930 0.026
H 1.099 2.065 -2.816
H 1.106 0.549 -1.896
H -2.552 1.394 -1.244
H -1.240 2.528 0.449
*
```

ORCA calculation (ωB97M-V/def2-TZVPD) on a 5-piece molecular cluster, C18H42NO4 overall in a non-equilibrium geometry.

LUMO level = -3.89 eV
Frontier orbital gap = 8.88 eV

```
! wB97M-V def2-TZVPD RIJCOSX def2/J DEFGRID3
* xyz 1 1
C 3.115 0.064 -0.424
C 2.243 0.459 -1.359
N 0.836 0.392 -1.018
C 0.038 -0.595 -1.204
C -1.345 -0.253 -0.752
C -0.947 0.716 0.393
C 0.124 1.522 -0.350
H 3.986 0.656 -0.176
H 2.841 -0.840 0.118
H 2.469 0.714 -2.387
H 0.385 -1.536 -1.616
H -1.921 -1.118 -0.438
H -1.797 0.296 -1.586
H -0.434 0.062 1.100
H -1.762 1.290 0.817
H -0.260 2.272 -1.040
H 0.802 1.933 0.396
C -0.112 3.516 -4.333
C 0.468 4.723 -3.613
C 1.855 5.069 -4.124
O 0.505 4.482 -2.200
H 0.524 2.639 -4.170
H -1.109 3.285 -3.953
H -0.184 3.687 -5.407
H -0.195 5.579 -3.743
H 2.541 4.233 -3.957
H 2.252 5.935 -3.596
H 1.839 5.289 -5.192
H 1.102 3.737 -2.063
C -5.732 1.827 2.698
C -4.818 1.166 1.682
C -5.426 -0.113 1.129
O -3.537 0.893 2.270
H -5.902 1.158 3.546
H -5.281 2.742 3.082
H -6.698 2.074 2.259
H -4.620 1.861 0.864
H -5.587 -0.835 1.933
H -4.759 -0.574 0.399
H -6.384 0.082 0.647
H -3.680 0.283 3.003
C 2.655 -5.555 0.001
C 1.465 -5.027 -0.781
C 1.898 -4.374 -2.085
O 0.722 -4.097 0.013
H 3.332 -4.734 0.260
H 2.325 -6.020 0.930
H 3.215 -6.291 -0.576
H 0.776 -5.845 -0.995
H 2.557 -3.522 -1.878
H 1.029 -4.005 -2.635
H 2.437 -5.071 -2.725
H 1.316 -3.367 0.232
C 3.007 -0.687 3.801
C 1.695 -0.706 3.037
C 0.497 -0.768 3.969
O 1.674 -1.819 2.127
H 3.111 -1.599 4.395
H 3.853 -0.643 3.115
H 3.061 0.168 4.474
H 1.626 0.190 2.411
H 0.532 -1.682 4.567
H -0.435 -0.781 3.403
H 0.480 0.086 4.646
H 1.737 -2.623 2.658
*
```

ORCA calculation (ωB97M-V/def2-TZVPD) on a 6-piece molecular cluster, H12O6 overall in a non-equilibrium geometry.

LUMO level = -0.19 eV
Frontier orbital gap = 10.29 eV
ΔE to the lowest compared entry with this formula, charge and spin = 158.91 kJ/mol

```
! wB97M-V def2-TZVPD RIJCOSX def2/J DEFGRID3
* xyz 0 1
O -1.273 -0.118 2.732
H -0.471 -0.393 3.190
H -1.119 -0.110 1.807
O -2.283 0.164 -3.927
H -2.103 1.112 -3.841
H -1.668 -0.270 -3.289
O 0.374 2.578 2.024
H 0.517 1.760 1.534
H 0.851 2.307 2.769
O 0.150 0.352 0.019
H -0.131 -0.051 -0.848
H 0.999 -0.066 0.323
O 2.220 -0.636 1.421
H 2.257 -1.551 1.122
H 2.687 -0.625 2.229
O -0.279 -1.108 -2.301
H 0.305 -1.655 -2.824
H -1.036 -1.689 -2.136
*
```

ORCA calculation (ωB97M-V/def2-TZVPD) on the molecule C24H31N3O3.

LUMO level = 0.78 eV
Frontier orbital gap = 8.16 eV
ΔE to the lowest compared entry with this formula, charge and spin = 213.56 kJ/mol

```
! wB97M-V def2-TZVPD RIJCOSX def2/J DEFGRID3
* xyz 0 1
C 5.292 -3.282 -2.908
O 4.277 -2.684 -2.143
C 3.093 -3.362 -1.971
C 2.815 -4.565 -2.596
C 1.629 -5.242 -2.351
C 0.714 -4.708 -1.470
C 0.972 -3.493 -0.856
C 2.147 -2.781 -1.090
N 2.454 -1.599 -0.424
C 2.879 -0.435 -1.171
C 1.677 0.427 -1.577
N 0.981 0.857 -0.379
C 0.039 1.946 -0.577
C -0.211 2.672 0.750
C -1.176 3.843 0.556
N -2.403 3.391 -0.059
C -3.626 3.326 0.495
O -4.611 2.975 -0.133
C -3.782 3.731 1.968
O -2.829 3.195 2.859
C -2.695 1.838 2.951
C -1.679 1.395 3.801
C -1.420 0.047 3.934
C -2.170 -0.881 3.227
C -3.188 -0.444 2.401
C -3.460 0.907 2.258
C -2.189 2.792 -1.361
C -1.311 1.553 -1.204
C 0.478 -0.308 0.327
C 1.677 -1.183 0.720
H 5.578 -4.260 -2.507
H 6.143 -2.604 -2.843
H 5.000 -3.391 -3.959
H 3.531 -5.004 -3.273
H 1.438 -6.182 -2.846
H -0.210 -5.225 -1.260
H 0.230 -3.096 -0.182
H 3.435 -0.738 -2.053
H 3.533 0.159 -0.524
H 2.031 1.307 -2.119
H 1.026 -0.162 -2.249
H 0.533 2.653 -1.257
H 0.737 3.036 1.146
H -0.637 1.981 1.475
H -1.380 4.321 1.512
H -0.723 4.584 -0.115
H -3.684 4.818 2.060
H -4.801 3.450 2.264
H -1.102 2.132 4.337
H -0.626 -0.282 4.587
H -1.961 -1.936 3.324
H -3.785 -1.159 1.853
H -4.260 1.216 1.605
H -3.166 2.532 -1.773
H -1.705 3.524 -2.017
H -1.153 1.088 -2.179
H -1.824 0.840 -0.556
H -0.051 0.001 1.229
H -0.212 -0.896 -0.302
H 1.353 -2.053 1.290
H 2.338 -0.582 1.354
*
```